14
Properties=species:S:1:pos:R:3 method="wB97M-V/def2-TZVPD" charge=0 fmax_ev_per_a=5.493 spin_multiplicity=1 mol_weight_da=97.12 relative_energy_kj_mol=394.65 gap_ev=9.9 lumo_ev=0.94
C 1.876 0.327 0.088
C -1.719 -0.325 -1.512
C -1.681 -0.374 -0.202
C 1.079 -0.614 1.064
C -0.059 0.422 0.824
N 0.871 1.162 0.079
O 2.870 0.351 -0.575
H -2.321 -0.984 -1.989
H -1.212 0.424 -2.193
H -2.122 -1.099 0.553
H 0.880 -1.642 0.521
H 1.552 -0.567 2.012
H -0.637 0.896 1.753
H 0.624 2.023 -0.423